No. 1
C19H21N5O | wB97M-V/def2-TZVPD

Each line ends with the natural charge from an NBO analysis.
CARTESIAN COORDINATES (ANGSTROEM)
C 1.735 -0.339 -2.381  -0.5993
C 1.622 1.163 -2.113  -0.4441
C 0.822 1.434 -0.873  0.2850
C 1.525 1.521 0.470  -0.5379
C 2.812 0.753 0.542  0.0835
C 4.017 1.321 0.147  -0.2483
C 5.190 0.588 0.200  -0.2053
C 5.173 -0.718 0.658  -0.2202
C 3.980 -1.283 1.076  -0.1950
C 2.807 -0.552 1.021  -0.2550
N -0.421 1.595 -1.059  -0.2443
N -1.288 1.825 -0.045  -0.4737
C -2.633 1.867 -0.266  0.6692
O -3.154 1.837 -1.353  -0.5808
C -3.424 1.875 1.043  -0.5020
C -3.743 0.415 1.414  -0.2047
N -2.573 -0.409 1.288  -0.2045
N -1.552 -0.314 2.149  -0.0382
N -0.575 -1.032 1.768  -0.2427
C -0.907 -1.643 0.596  0.0273
C -0.202 -2.513 -0.236  -0.1825
C -0.832 -2.922 -1.386  -0.2270
C -2.125 -2.491 -1.719  -0.1885
C -2.844 -1.644 -0.909  -0.2349
C -2.218 -1.227 0.259  0.1585
H 2.260 -0.838 -1.571  0.2089
H 0.743 -0.773 -2.475  0.2156
H 2.282 -0.510 -3.305  0.2089
H 2.619 1.591 -2.015  0.2094
H 1.109 1.631 -2.954  0.2310
H 1.715 2.583 0.665  0.2344
H 0.864 1.143 1.257  0.2304
H 4.041 2.347 -0.196  0.2097
H 6.120 1.040 -0.112  0.2134
H 6.088 -1.289 0.699  0.2133
H 3.964 -2.297 1.450  0.2117
H 1.877 -0.985 1.363  0.2316
H -0.949 1.848 0.917  0.3811
H -4.356 2.418 0.895  0.2427
H -2.852 2.344 1.843  0.2178
H -4.103 0.359 2.444  0.2273
H -4.504 0.018 0.739  0.2244
H 0.794 -2.838 0.019  0.2274
H -0.320 -3.590 -2.062  0.2191
H -2.564 -2.836 -2.643  0.2196
H -3.832 -1.305 -1.178  0.2275

Summary:
SMILES string: CC/C(Cc1ccccc1)=N/NC(=O)CCn1nnc2ccccc21
E_tot: -29541.073 eV
energy relative to the best compared isomer or geometry (same formula, charge and spin): 151.0 kJ/mol
Kohn-Sham gap: 9.40 eV
LUMO energy: 0.47 eV

No. 2
C27H49N3O4P2 | wB97M-V/def2-TZVPD

Each line ends with the Löwdin charge.
CARTESIAN COORDINATES (ANGSTROEM)
C -3.838 1.778 3.013  -0.1495
C -2.297 1.843 3.190  -0.4100
P -1.423 0.379 2.454  1.0354
C 0.345 0.624 2.931  -0.2775
C -1.624 0.419 0.548  -0.3711
C -2.921 -0.325 0.142  -0.1505
C -3.441 -1.403 1.108  -0.3061
N -2.489 -2.498 1.353  0.0054
C -1.726 1.955 0.336  -0.5038
O -2.713 2.646 0.179  0.0705
N -0.380 2.406 0.390  0.0676
C 0.419 1.554 -0.519  -0.4837
C 1.881 1.249 -0.181  -0.1214
C 2.833 2.484 -0.252  -0.3571
C 2.842 3.142 1.141  -0.0287
O 4.091 1.949 -0.686  -0.1368
C 5.210 2.770 -0.412  -0.1582
C 5.994 2.217 0.779  -0.1888
C 7.161 2.793 1.257  -0.0550
C 7.865 2.252 2.304  -0.1014
C 7.444 1.099 2.938  -0.0943
C 6.268 0.530 2.484  -0.0873
C 5.571 1.069 1.422  -0.0533
P 0.197 2.258 -2.257  0.9108
N -1.412 1.775 -2.750  -0.1389
O 0.256 3.916 -2.121  -0.3029
C -0.321 0.172 -0.293  -0.2352
C -0.337 -0.774 -1.518  -0.1730
C 0.078 -2.233 -1.179  -0.1713
C -0.583 -3.273 -2.134  -0.1761
C -0.972 -4.574 -1.366  -0.1947
C -2.497 -4.783 -1.266  -0.2030
C -3.254 -4.696 -2.625  -0.1723
C -4.484 -3.782 -2.478  -0.2316
O -4.122 -2.449 -2.140  -0.2157
C -4.335 -1.526 -3.193  -0.1060
H -4.223 2.796 3.151  0.0736
H -4.132 1.379 2.041  0.0421
H -4.249 1.161 3.821  0.0691
H -2.097 1.767 4.270  0.0724
H -1.865 2.809 2.883  0.0733
H 0.775 1.568 2.579  0.0143
H 0.918 -0.227 2.536  0.0308
H 0.415 0.533 4.023  0.0406
H -3.715 0.438 0.084  0.1126
H -2.874 -0.786 -0.849  0.0836
H -3.856 -0.989 2.040  0.0797
H -4.305 -1.868 0.602  0.1025
H -1.532 -2.164 1.319  0.0200
H -2.617 -2.823 2.307  0.0708
H -0.289 3.412 0.284  0.1196
H 2.263 0.494 -0.884  0.1303
H 2.018 0.834 0.824  0.0990
H 2.482 3.174 -1.038  0.1211
H 3.242 4.164 1.044  0.0819
H 1.796 3.281 1.440  0.0662
H 3.419 2.597 1.891  0.0858
H 4.976 3.839 -0.331  0.1279
H 5.879 2.670 -1.284  0.1359
H 7.562 3.690 0.784  0.1171
H 8.796 2.696 2.654  0.1054
H 7.994 0.643 3.756  0.1031
H 5.903 -0.384 2.953  0.1057
H 4.665 0.543 1.131  0.1139
H -1.267 1.399 -3.685  0.0302
H -1.940 2.636 -2.904  0.0415
H -0.590 4.262 -1.786  0.0504
H 0.302 -0.397 0.418  0.0988
H 0.456 -0.407 -2.193  0.0922
H -1.261 -0.750 -2.103  0.0754
H 1.163 -2.316 -1.349  0.1118
H -0.077 -2.480 -0.122  0.0847
H 0.154 -3.589 -2.885  0.1071
H -1.442 -2.813 -2.631  0.0833
H -0.533 -4.564 -0.359  0.0994
H -0.555 -5.469 -1.855  0.1031
H -2.950 -4.126 -0.513  0.0797
H -2.662 -5.808 -0.894  0.1047
H -2.614 -4.333 -3.441  0.1049
H -3.578 -5.708 -2.902  0.1087
H -5.067 -4.180 -1.633  0.1242
H -5.087 -3.843 -3.396  0.1155
H -5.282 -0.979 -3.058  0.0922
H -4.269 -1.982 -4.191  0.0903
H -3.536 -0.767 -3.150  0.0687

Summary:
SMILES string: CCP(C)[C@@]1(CCN)C(=O)N[C@](C[C@@H](C)OCc2ccccc2)(P(N)O)[C@@H]1CCCCCCCOC
E_tot: -60030.699 eV
Kohn-Sham gap: 8.20 eV
LUMO energy: 0.53 eV

No. 3
C34H36Br36F13N4O3 | wB97M-V/def2-TZVPD

Each line ends with the Löwdin charge.
CARTESIAN COORDINATES (ANGSTROEM)
C 0.292 -1.201 2.254  -0.0491
C 0.040 -2.708 2.375  -0.4657
O -1.092 -3.100 2.572  0.0730
N 1.144 -3.625 2.284  0.0193
C 1.783 -3.619 0.956  -0.2219
C 3.297 -3.849 1.010  -0.1503
C 4.131 -2.591 0.740  -0.1546
C 4.264 -2.270 -0.780  -0.0979
C 3.106 -1.422 -1.172  -0.1829
C 3.010 -0.114 -0.846  0.1133
C 1.912 0.640 -1.196  -0.2327
N 1.848 1.994 -0.826  0.0921
C 1.447 2.839 -1.928  -0.4048
C 0.697 4.114 -1.701  -0.0091
O 1.782 2.503 -3.045  0.0610
C 1.098 2.206 0.428  -0.4106
C 1.945 2.440 1.650  -0.0023
O -0.104 2.213 0.470  0.1422
N 0.932 0.118 -1.886  0.2619
N 1.062 -1.132 -2.226  -0.0519
C -0.120 -1.624 -2.988  -0.0748
C -1.189 -2.009 -1.982  -0.0309
C -2.568 -2.000 -2.594  -0.4416
F -2.590 -2.996 -3.507  0.1106
F -2.763 -0.860 -3.275  0.0933
C -3.680 -2.269 -1.536  -0.3607
F -3.139 -2.311 -0.319  0.1026
F -4.159 -3.505 -1.762  0.0819
C -4.922 -1.343 -1.567  -0.3421
F -5.829 -1.910 -0.767  0.1213
F -5.489 -1.337 -2.785  0.0923
C -4.635 0.133 -1.165  -0.3459
F -4.710 0.881 -2.264  0.1680
F -3.393 0.301 -0.670  0.1637
C -5.625 0.750 -0.134  -0.3453
F -5.420 2.075 -0.193  0.1660
F -6.896 0.568 -0.476  0.1900
C -5.322 0.324 1.354  -0.5501
F -6.412 0.360 2.094  0.1983
F -4.483 1.248 1.851  0.1511
F -4.680 -0.829 1.459  0.1293
C 2.065 -1.947 -1.925  -0.1404
H 1.147 -0.948 2.880  -0.0567
H -0.598 -0.634 2.478  0.0903
H 0.584 -0.997 1.219  0.0555
H 1.818 -3.421 3.014  0.1177
H 1.337 -4.440 0.394  0.0844
H 1.502 -2.698 0.443  0.0783
H 3.559 -4.580 0.251  0.1128
H 3.528 -4.280 1.979  0.1187
H 5.113 -2.639 1.193  0.1162
H 3.617 -1.747 1.203  0.1055
H 4.302 -3.176 -1.375  0.1183
H 5.165 -1.680 -0.900  0.1314
H 3.788 0.368 -0.273  0.1493
H 1.313 4.792 -1.109  0.1041
H -0.266 3.988 -1.223  0.0744
H 0.578 4.572 -2.671  0.0341
H 1.459 3.120 2.336  0.0950
H 2.879 2.912 1.347  0.0314
H 2.204 1.478 2.085  0.0707
H -0.415 -0.812 -3.644  0.1467
H 0.167 -2.441 -3.617  0.0706
H -1.004 -3.043 -1.691  0.1454
H -1.133 -1.416 -1.074  0.1301
H 2.103 -2.994 -2.237  0.0347
C -0.220 8.266 -2.527  -1.6232
Br 1.003 9.353 -1.517  0.5837
Br 0.699 7.223 -3.865  0.5830
Br -1.309 7.159 -1.387  0.5932
H -0.889 8.936 -3.048  -0.0284
C -3.993 -0.164 -7.141  -1.6230
Br -2.547 -1.337 -7.651  0.5568
Br -4.872 -0.791 -5.551  0.6644
Br -3.391 1.654 -6.946  0.5803
H -4.716 -0.179 -7.943  -0.0281
C -4.679 -6.666 -2.933  -1.6285
Br -4.510 -6.576 -4.848  0.5987
Br -5.468 -8.320 -2.354  0.6057
Br -2.992 -6.348 -2.058  0.5869
H -5.347 -5.870 -2.635  -0.0393
C 5.809 4.008 3.166  -1.6030
Br 6.160 5.274 1.768  0.5959
Br 4.453 4.647 4.375  0.5997
Br 5.357 2.270 2.458  0.5923
H 6.720 3.894 3.736  -0.0210
C 2.958 -4.299 -5.749  -1.5743
Br 2.613 -3.027 -4.316  0.8050
Br 1.895 -3.904 -7.299  0.6171
Br 4.831 -4.402 -6.155  0.6226
H 2.650 -5.267 -5.381  -0.0212
C -3.487 2.595 4.807  -1.6398
Br -2.268 3.884 4.052  0.5661
Br -2.559 1.264 5.846  0.5951
Br -4.889 3.447 5.809  0.6031
H -3.952 2.075 3.985  -0.0657
C -5.747 -4.760 1.160  -1.6075
Br -6.526 -3.181 1.936  0.6770
Br -3.837 -4.777 1.423  0.6415
Br -6.578 -6.376 1.789  0.6089
H -5.919 -4.706 0.094  -0.0422
C 3.368 2.699 -6.660  -1.6306
Br 2.510 4.328 -6.104  0.5730
Br 5.126 2.524 -5.894  0.5737
Br 2.275 1.155 -6.291  0.5502
H 3.492 2.750 -7.732  -0.0297
C -1.615 -7.910 1.045  -1.6645
Br -0.308 -6.658 1.714  0.5925
Br -0.933 -8.913 -0.452  0.5475
Br -2.268 -9.062 2.438  0.5946
H -2.456 -7.332 0.688  -0.1166
C 3.703 5.632 8.056  -1.6593
Br 4.936 7.085 7.778  0.5684
Br 4.385 4.342 9.312  0.5667
Br 1.958 6.267 8.562  0.5888
H 3.593 5.124 7.111  -0.1070
C 1.156 0.689 6.671  -1.6272
Br 2.681 1.751 7.161  0.5757
Br 1.522 -0.421 5.135  0.6591
Br 0.501 -0.349 8.152  0.6034
H 0.368 1.372 6.385  -0.0783
C 4.402 8.988 4.201  -1.6536
Br 4.196 10.112 5.746  0.5637
Br 3.212 9.502 2.776  0.5655
Br 6.233 8.917 3.610  0.5559
H 4.126 7.985 4.498  -0.0685

Summary:
E_tot: -2604790.334 eV
net charge: +1
Kohn-Sham gap: 7.24 eV
LUMO energy: -4.30 eV

Q: The lowest Kohn-Sham gap belongs to which entry?
A: C34H36Br36F13N4O3

Q: Which of these has the highest LUMO energy?
A: C27H49N3O4P2

Q: The highest LUMO energy belongs to which entry?
A: C27H49N3O4P2

Q: Among the records above, which one has the lowest Kohn-Sham gap?
A: C34H36Br36F13N4O3